Record 1
Density functional theory data (ωB97M-V/def2-TZVPD) for a molecular structure, C57H54AsCl2KN8O2SSi at a distorted geometry.

Element x y z (Å)
K 0.967 -0.089 -0.187
C -2.881 -0.064 -1.396
N -2.971 -1.147 -0.411
C -2.699 -2.522 -0.752
C -1.280 -2.993 -0.664
N -0.208 -2.327 -0.971
C 0.828 -3.258 -0.940
C 2.168 -3.125 -1.300
C 2.956 -4.258 -1.226
C 2.453 -5.492 -0.799
C 1.125 -5.641 -0.443
C 0.332 -4.506 -0.532
N -1.023 -4.306 -0.364
C -3.544 1.077 -0.684
N -2.960 2.057 -0.070
C -3.969 2.710 0.626
C -3.897 3.792 1.498
C -5.078 4.270 2.036
C -6.313 3.677 1.736
C -6.401 2.579 0.897
C -5.211 2.109 0.352
N -4.910 1.067 -0.496
H -3.455 -0.328 -2.288
H -1.865 0.206 -1.699
H -2.394 -0.880 0.378
H -3.050 -2.716 -1.771
H -3.297 -3.139 -0.071
H 2.549 -2.166 -1.640
H 4.004 -4.189 -1.494
H 3.114 -6.349 -0.755
H 0.727 -6.594 -0.115
H -1.686 -4.978 -0.028
H -2.932 4.212 1.752
H -5.055 5.123 2.705
H -7.216 4.075 2.185
H -7.352 2.102 0.688
H -5.527 0.338 -0.800
C 4.235 0.859 -0.467
C 3.788 0.875 -1.910
C 4.508 1.586 -2.863
C 4.080 1.493 -4.191
C 2.974 0.743 -4.511
C 2.219 0.094 -3.478
N 2.693 0.175 -2.191
N 1.078 -0.553 -3.655
Si 0.155 -0.927 -4.993
C -0.720 0.544 -5.827
C 1.043 -1.853 -6.403
C -1.246 -2.077 -4.441
H 5.247 0.456 -0.396
H 3.574 0.237 0.135
H 4.244 1.870 -0.050
H 5.368 2.183 -2.587
H 4.625 2.018 -4.969
H 2.636 0.651 -5.538
H -0.027 1.147 -6.425
H -1.139 1.196 -5.052
H -1.541 0.227 -6.480
H 1.780 -1.215 -6.903
H 0.347 -2.224 -7.163
H 1.586 -2.713 -5.994
H -2.029 -1.506 -3.929
H -0.865 -2.827 -3.741
H -1.710 -2.597 -5.288
S 2.477 -2.228 1.875
C 2.643 -2.230 3.601
C 3.375 -3.226 4.275
C 3.464 -3.235 5.657
C 2.830 -2.253 6.410
C 2.115 -1.252 5.759
C 2.015 -1.221 4.372
As 1.117 0.136 3.260
C -0.601 -0.797 3.123
C -1.733 0.018 3.034
C -3.005 -0.513 3.218
C -3.166 -1.875 3.429
C -2.048 -2.702 3.451
C -0.773 -2.165 3.317
C 0.520 1.156 4.871
C -0.624 0.947 5.640
C -0.809 1.611 6.848
C 0.150 2.496 7.319
C 1.291 2.724 6.561
C 1.463 2.064 5.354
H 3.863 -3.988 3.679
H 4.030 -4.017 6.154
H 2.892 -2.260 7.492
H 1.631 -0.489 6.356
H -1.594 1.085 2.874
H -3.868 0.141 3.190
H -4.157 -2.289 3.580
H -2.167 -3.768 3.614
H 0.095 -2.810 3.382
H -1.380 0.250 5.311
H -1.704 1.422 7.431
H 0.012 3.000 8.269
H 2.050 3.411 6.919
H 2.357 2.243 4.764
Cl -3.245 5.672 -2.399
C -2.734 7.199 -1.769
C -3.623 8.249 -1.936
C -3.370 9.503 -1.413
C -2.209 9.700 -0.685
C -1.319 8.659 -0.531
Cl 0.131 8.969 0.390
C -1.506 7.367 -1.078
N -0.540 6.423 -0.841
C -0.108 5.323 -1.629
C -0.247 5.378 -3.015
C 0.171 4.327 -3.810
C 0.779 3.229 -3.219
C 1.012 3.230 -1.854
C 0.576 4.261 -1.022
C 0.916 4.202 0.447
C 0.321 2.992 1.266
O -0.305 3.287 2.297
O 0.597 1.848 0.822
H -4.545 8.049 -2.468
H -4.078 10.310 -1.550
H -1.984 10.659 -0.239
H 0.070 6.648 -0.076
H -0.685 6.263 -3.462
H 0.029 4.370 -4.884
H 1.111 2.391 -3.820
H 1.550 2.407 -1.405
H 0.642 5.109 0.983
H 1.996 4.060 0.541

* E_tot: -7237.0344 a.u.
* 2S+1: 1
* net charge: -2
* orbital gap: 5.36 eV
* LUMO level: 3.54 eV

Atomic partial charges in e from the Löwdin method, atoms 1 to 8: atom 1 (K): 0.587, atom 2 (C): -0.125, atom 3 (N): -0.028, atom 4 (C): -0.147, atom 5 (C): -0.313, atom 6 (N): 0.110, atom 7 (C): -0.263, atom 8 (C): -0.049

---

Record 2
Density functional theory data (ωB97M-V/def2-TZVPD) for 6 unconnected molecules or ions with the total composition C57H57F23O4 at a distorted geometry.

Element x y z (Å)
C 10.057 1.898 -0.404
C 9.855 1.084 -1.667
C 9.461 1.945 -3.013
O 9.320 3.273 -3.080
O 9.195 1.146 -4.246
C 7.721 1.051 -4.282
C 7.266 0.126 -5.594
C 5.693 -0.303 -5.298
C 5.527 -1.892 -4.928
C 3.894 -2.153 -4.722
C 3.599 -2.947 -3.280
C 2.023 -2.915 -2.830
C 1.524 -1.520 -2.130
C 2.716 -0.587 -1.502
F 3.446 -1.187 -0.361
C 1.146 -3.048 -4.248
C -0.419 -3.449 -3.949
C -1.491 -2.583 -4.852
F -1.036 -2.768 -6.283
F -1.300 -1.144 -4.565
C -3.032 -3.119 -4.807
F -3.823 -2.429 -5.880
F -2.972 -4.561 -5.261
C -3.759 -3.142 -3.352
F -3.071 -4.014 -2.328
F -5.095 -3.820 -3.559
C -4.012 -1.705 -2.625
F -2.728 -1.254 -2.007
F -4.915 -2.004 -1.449
C -4.788 -0.570 -3.504
F -3.931 0.154 -4.493
F -5.937 -1.115 -4.320
C -5.491 0.636 -2.584
F -6.784 0.200 -1.965
F -5.886 1.689 -3.595
C -4.460 1.372 -1.551
F -4.217 0.597 -0.277
F -3.106 1.656 -2.113
C -5.017 2.858 -1.021
F -4.544 3.948 -1.932
F -4.488 3.169 0.343
F -6.493 2.937 -0.944
O 1.731 -4.139 -2.068
C 2.368 -4.144 -0.743
O 3.634 -4.533 -0.480
C 1.484 -3.698 0.605
C -0.112 -4.082 0.397
C -0.396 -5.695 0.302
C -0.959 -3.466 1.659
H 9.105 2.283 0.158
H 11.172 2.128 -0.121
H 9.925 -0.086 -1.713
H 7.177 2.091 -4.390
H 7.251 0.526 -3.334
H 7.236 0.863 -6.531
H 7.977 -0.792 -5.763
H 5.259 0.320 -4.383
H 5.005 -0.104 -6.253
H 5.913 -2.535 -5.854
H 6.155 -2.252 -4.005
H 3.612 -2.956 -5.560
H 3.249 -1.185 -4.849
H 4.360 -2.638 -2.432
H 3.850 -4.089 -3.520
H 0.737 -1.769 -1.267
H 0.900 -0.878 -2.920
H 2.183 0.399 -1.091
H 3.405 -0.240 -2.395
H 1.111 -1.991 -4.802
H 1.593 -3.836 -4.989
H -0.511 -4.618 -4.148
H -0.639 -3.227 -2.805
H 1.631 -2.542 0.861
H 1.894 -4.360 1.482
H -0.462 -3.609 -0.623
H 0.125 -6.128 -0.671
H -0.011 -6.228 1.286
H -1.575 -5.821 0.204
H -2.106 -3.667 1.443
H -0.822 -2.290 1.707
H -0.576 -3.952 2.657
F 1.311 -3.281 3.974
C 1.065 -2.291 4.844
C 1.973 -2.038 5.866
C 1.721 -1.005 6.768
C 0.556 -0.243 6.645
C -0.352 -0.508 5.619
C -0.093 -1.534 4.710
H 2.868 -2.645 5.951
H 2.428 -0.794 7.566
H 0.357 0.560 7.352
H -1.259 0.083 5.527
H -0.784 -1.748 3.901
F -10.350 -5.258 -6.564
C -10.168 -3.994 -6.160
C -11.270 -3.159 -6.007
C -11.082 -1.844 -5.582
C -9.792 -1.375 -5.325
C -8.692 -2.218 -5.486
C -8.881 -3.536 -5.900
H -12.264 -3.539 -6.220
H -11.938 -1.186 -5.452
H -9.645 -0.347 -4.998
H -7.688 -1.849 -5.289
H -8.038 -4.208 -6.022
F -2.369 1.148 7.005
C -2.615 2.137 7.875
C -1.707 2.391 8.897
C -1.959 3.424 9.799
C -3.124 4.186 9.676
C -4.032 3.920 8.650
C -3.773 2.895 7.741
H -0.812 1.783 8.982
H -1.252 3.635 10.597
H -3.323 4.989 10.383
H -4.939 4.512 8.558
H -4.464 2.680 6.932
F 1.292 4.289 11.096
C 1.760 5.143 10.176
C 1.476 4.926 8.833
C 1.959 5.819 7.875
C 2.731 6.913 8.272
C 3.015 7.120 9.623
C 2.523 6.233 10.581
H 0.882 4.066 8.542
H 1.735 5.662 6.823
H 3.111 7.606 7.525
H 3.620 7.970 9.929
H 2.727 6.384 11.636
F 0.970 2.081 -1.673
C 1.152 3.345 -1.269
C 0.050 4.180 -1.117
C 0.238 5.495 -0.692
C 1.528 5.965 -0.434
C 2.628 5.121 -0.595
C 2.439 3.803 -1.010
H -0.944 3.800 -1.329
H -0.618 6.153 -0.562
H 1.675 6.992 -0.107
H 3.632 5.490 -0.398
H 3.282 3.131 -1.132

* E_tot: -4803.2420 a.u.
* 2S+1: 1
* structure (SMILES): C=CC(=O)OCCCCCC[C@@](CCF)(CCC(F)(F)C(F)(F)C(F)(F)C(F)(F)C(F)(F)C(F)(F)C(F)(F)C(F)(F)F)OC(=O)CC(C)C.Fc1ccccc1.Fc1ccccc1.Fc1ccccc1.Fc1ccccc1.Fc1ccccc1
* orbital gap: 6.70 eV
* LUMO level: -1.89 eV

Atomic partial charges in e from the Löwdin method, atoms 1 to 8: atom 1 (C): 0.047, atom 2 (C): -0.053, atom 3 (C): -0.291, atom 4 (O): -0.024, atom 5 (O): -0.130, atom 6 (C): -0.213, atom 7 (C): -0.155, atom 8 (C): -0.232

---

Record 3
Density functional theory data (ωB97M-V/def2-TZVPD) for a molecular structure, C57H57F3INO3P3S5Sc.

Element x y z (Å)
Sc -0.329 -1.224 -0.089
C -1.617 1.460 4.558
C -0.997 0.098 4.317
S -1.334 -0.642 2.696
C -3.139 -0.567 2.658
C -3.815 0.703 2.121
S -2.917 1.487 0.764
C -2.828 3.218 1.309
C -2.437 3.520 2.756
S -0.971 2.679 3.396
H -1.353 1.767 5.571
H -2.703 1.421 4.517
H -1.353 -0.616 5.063
H 0.086 0.137 4.400
H -3.492 -0.781 3.669
H -3.453 -1.407 2.055
H -3.934 1.441 2.908
H -4.817 0.428 1.788
H -3.792 3.691 1.114
H -2.105 3.680 0.634
H -3.265 3.346 3.442
H -2.227 4.589 2.815
C 7.400 2.988 -1.415
S 6.435 4.463 -1.040
C 5.402 3.805 0.285
C 4.239 2.963 -0.226
C 3.494 2.313 0.924
N 2.229 1.642 0.537
P 2.174 -0.037 0.622
C 3.731 -0.481 -0.212
C 4.865 -0.882 0.491
C 6.070 -1.076 -0.172
C 6.157 -0.862 -1.538
C 5.036 -0.441 -2.245
C 3.835 -0.250 -1.585
C 2.430 -0.534 2.350
C 2.655 -1.874 2.677
C 2.856 -2.244 3.997
C 2.847 -1.282 5.001
C 2.624 0.049 4.683
C 2.400 0.422 3.363
P 0.738 2.419 0.141
C 1.063 4.159 0.630
C 1.296 4.458 1.975
C 1.556 5.756 2.385
C 1.573 6.786 1.455
C 1.339 6.506 0.118
C 1.089 5.204 -0.294
C 0.717 2.631 -1.677
C -0.509 3.061 -2.196
C -0.645 3.367 -3.543
C 0.436 3.206 -4.398
C 1.652 2.754 -3.899
C 1.796 2.484 -2.545
H 8.095 3.256 -2.209
H 6.775 2.167 -1.767
H 7.974 2.671 -0.545
H 5.028 4.668 0.840
H 6.033 3.233 0.971
H 4.607 2.196 -0.913
H 3.562 3.611 -0.787
H 3.282 3.065 1.683
H 4.125 1.565 1.408
H 4.823 -1.041 1.560
H 6.942 -1.390 0.387
H 7.097 -1.014 -2.052
H 5.101 -0.260 -3.310
H 2.973 0.093 -2.147
H 2.691 -2.629 1.901
H 3.036 -3.282 4.242
H 3.024 -1.572 6.028
H 2.631 0.802 5.461
H 2.223 1.461 3.121
H 1.285 3.669 2.713
H 1.741 5.961 3.432
H 1.772 7.801 1.772
H 1.358 7.303 -0.614
H 0.925 5.017 -1.347
H -1.364 3.174 -1.537
H -1.594 3.721 -3.924
H 0.336 3.441 -5.449
H 2.499 2.640 -4.562
H 2.761 2.175 -2.159
I -1.121 -0.040 -2.595
C -1.630 -1.686 -3.805
C -0.977 -1.621 -5.005
C -1.332 -2.472 -6.065
C -2.387 -3.311 -5.897
C -3.081 -3.385 -4.664
C -4.207 -4.238 -4.590
C -4.931 -4.333 -3.445
C -4.486 -3.642 -2.308
C -3.365 -2.840 -2.297
P -2.936 -2.333 -0.571
C -4.567 -1.682 -0.075
C -5.028 -0.550 -0.747
C -6.308 -0.073 -0.516
C -7.137 -0.720 0.392
C -6.685 -1.848 1.062
C -5.407 -2.336 0.824
C -2.735 -3.945 0.294
C -2.427 -3.940 1.656
C -2.233 -5.124 2.351
C -2.325 -6.340 1.693
C -2.594 -6.360 0.334
C -2.793 -5.176 -0.361
C -2.676 -2.611 -3.532
H -0.194 -0.890 -5.160
H -0.799 -2.416 -7.003
H -2.727 -3.941 -6.709
H -4.488 -4.794 -5.476
H -5.812 -4.956 -3.385
H -5.041 -3.789 -1.390
H -4.392 -0.044 -1.464
H -6.659 0.803 -1.045
H -8.138 -0.351 0.568
H -7.332 -2.361 1.761
H -5.070 -3.228 1.338
H -2.309 -3.018 2.200
H -1.999 -5.090 3.408
H -2.172 -7.265 2.231
H -2.639 -7.301 -0.197
H -2.972 -5.227 -1.425
F 1.851 -2.021 -1.929
C 2.026 -3.335 -1.663
F 2.115 -3.993 -2.798
F 3.114 -3.500 -0.941
S 0.504 -3.813 -0.753
O 0.493 -5.204 -0.540
O -0.512 -3.121 -1.552
O 0.589 -2.943 0.485

* E_tot: -6859.4051 a.u.
* 2S+1: 1
* net charge: +2
* orbital gap: 5.89 eV
* LUMO level: -5.94 eV

Atomic partial charges in e from the Löwdin method, atoms 1 to 8: atom 1 (Sc): 0.612, atom 2 (C): -0.499, atom 3 (C): -0.482, atom 4 (S): 0.821, atom 5 (C): -0.493, atom 6 (C): -0.469, atom 7 (S): 0.799, atom 8 (C): -0.506